[1]
This record from the Open Molecules 2025 dataset describes a cluster of 10 separate species, C26H72O10 in total. The level of theory is the ωB97M-V functional and the def2-TZVPD basis.

Each line ends with the Mulliken charge.
Positions of all 108 atoms, in Å:
1 C 23.072 -12.766 -7.581  0.662
2 O 24.029 -13.805 -7.755  -0.619
3 H 22.285 -13.115 -6.963  -0.141
4 H 22.554 -12.436 -8.479  -0.357
5 H 23.647 -11.842 -7.215  0.016
6 H 23.957 -14.314 -6.920  0.401
7 C 21.059 -10.609 -6.696  -0.199
8 O 19.871 -11.061 -6.054  4.372
9 H 20.949 -9.513 -6.799  -1.474
10 H 21.078 -10.925 -7.673  1.065
11 H 21.955 -10.952 -6.082  -0.396
12 H 19.141 -10.449 -6.196  -2.080
13 C 18.721 -7.974 -5.437  0.016
14 C 17.892 -8.388 -6.610  0.185
15 C 18.532 -7.888 -7.903  -1.305
16 O 17.647 -9.627 -6.770  -0.419
17 H 18.891 -8.822 -4.794  -0.278
18 H 18.132 -7.373 -4.804  0.734
19 H 19.584 -7.453 -5.726  -0.914
20 H 16.922 -7.911 -6.495  0.730
21 H 19.491 -8.395 -8.059  -0.081
22 H 18.762 -6.836 -7.739  0.478
23 H 17.841 -7.880 -8.781  0.433
24 H 16.722 -9.726 -7.000  0.427
25 C 25.070 -9.859 -5.346  -1.040
26 C 24.938 -8.791 -6.448  -0.160
27 C 23.853 -8.984 -7.455  0.377
28 O 24.919 -7.575 -6.050  -0.577
29 H 24.795 -10.731 -5.853  0.123
30 H 24.577 -9.757 -4.406  0.100
31 H 26.075 -10.008 -5.027  0.542
32 H 25.778 -8.880 -7.120  0.409
33 H 22.923 -8.562 -7.007  -0.902
34 H 23.502 -9.975 -7.713  0.139
35 H 24.107 -8.396 -8.358  0.469
36 H 25.298 -7.550 -5.169  0.368
37 C 22.508 -4.695 -5.214  -1.664
38 C 21.853 -5.982 -5.558  0.982
39 C 21.851 -6.152 -7.078  -1.099
40 O 22.267 -6.960 -4.940  -0.256
41 H 22.251 -3.766 -5.818  0.335
42 H 23.568 -4.829 -5.165  0.359
43 H 22.249 -4.279 -4.218  0.369
44 H 20.779 -5.773 -5.344  0.285
45 H 21.626 -5.198 -7.532  0.525
46 H 21.115 -6.832 -7.369  -0.030
47 H 22.795 -6.455 -7.516  0.305
48 H 23.068 -7.247 -5.317  -0.426
49 C 17.256 -13.294 -6.997  -1.120
50 C 17.911 -13.675 -8.376  -0.212
51 C 19.250 -12.928 -8.517  -0.998
52 O 18.142 -14.855 -8.560  -0.511
53 H 16.633 -12.449 -7.083  0.342
54 H 17.924 -13.112 -6.134  0.138
55 H 16.635 -14.091 -6.701  0.572
56 H 17.180 -13.294 -9.111  0.164
57 H 18.912 -11.902 -8.269  -0.167
58 H 19.710 -12.931 -9.492  0.699
59 H 20.013 -13.209 -7.844  0.445
60 H 18.759 -14.941 -9.283  0.430
61 C 21.261 -9.034 -10.010  -0.332
62 C 21.702 -10.227 -10.807  1.122
63 C 20.542 -10.779 -11.636  -1.710
64 O 22.688 -9.972 -11.533  -0.555
65 H 20.205 -8.923 -10.079  0.394
66 H 21.699 -8.074 -10.369  0.341
67 H 21.616 -9.137 -8.956  -0.488
68 H 22.125 -10.977 -10.107  -0.390
69 H 20.966 -11.524 -12.252  0.485
70 H 20.023 -10.065 -12.265  0.471
71 H 19.885 -11.272 -10.959  0.237
72 H 22.491 -9.389 -12.258  0.429
73 C 19.808 -15.021 -2.990  -1.878
74 C 19.696 -13.638 -3.718  1.194
75 C 20.111 -12.455 -2.852  -0.903
76 O 20.383 -13.609 -4.734  -0.567
77 H 19.662 -15.841 -3.605  0.536
78 H 19.128 -15.209 -2.108  0.299
79 H 20.876 -15.094 -2.721  0.396
80 H 18.689 -13.607 -3.984  -0.226
81 H 19.582 -12.484 -1.968  0.671
82 H 19.783 -11.580 -3.495  -0.105
83 H 21.203 -12.449 -2.655  0.329
84 H 20.105 -12.832 -5.191  -0.476
85 C 22.169 -9.856 -1.275  -1.579
86 C 22.336 -9.087 -2.545  0.722
87 C 21.884 -9.854 -3.756  -1.602
88 O 21.817 -7.949 -2.570  -0.618
89 H 22.216 -9.199 -0.391  0.389
90 H 22.931 -10.613 -1.170  0.351
91 H 21.322 -10.465 -1.467  0.314
92 H 23.362 -8.960 -2.691  0.127
93 H 22.039 -9.289 -4.648  -0.099
94 H 20.776 -9.779 -3.859  0.629
95 H 22.216 -10.851 -3.924  0.924
96 H 21.941 -7.576 -3.474  0.612
97 C 14.597 -11.645 -3.084  -1.625
98 C 15.777 -11.911 -4.059  0.221
99 C 17.042 -11.122 -3.904  -0.791
100 O 16.061 -13.087 -4.130  -0.400
101 H 13.727 -12.214 -3.373  0.373
102 H 14.451 -10.643 -2.921  0.444
103 H 14.832 -12.043 -2.093  0.410
104 H 15.459 -11.814 -5.098  0.066
105 H 17.804 -11.517 -4.624  -0.082
106 H 17.511 -11.248 -2.977  0.596
107 H 16.893 -10.128 -4.182  0.430
108 H 16.209 -13.403 -3.257  0.351

Properties
**SMILES**: CC(C)O.CC(C)O.CC(C)O.CC(C)O.CC(C)O.CC(C)O.CC(C)O.CC(C)O.CO.CO
**Kohn-Sham gap**: 0.3409 hartree
**Total charge**: 0
**HOMO**: -9.0 eV
**Relative energy (zero: lowest compared OMol25 entry of this formula, charge and spin)**: 248.6 kcal/mol



[2]
This record from the Open Molecules 2025 dataset describes a cluster of 8 separate species, C26H74N6O8 in total. The level of theory is the ωB97M-V functional and the def2-TZVPD basis.

Each line ends with the Mulliken charge.
Positions of all 114 atoms, in Å:
1 C 22.926 34.768 15.285  -1.381
2 C 22.628 33.326 14.745  2.158
3 C 21.230 33.172 14.090  -1.446
4 O 20.297 33.221 15.221  -0.175
5 C 18.901 32.895 14.945  -0.951
6 N 23.615 33.090 13.752  -0.665
7 H 21.985 35.140 15.953  0.027
8 H 22.833 35.379 14.465  0.650
9 H 23.886 34.822 15.764  0.335
10 H 22.609 32.604 15.662  -1.265
11 H 21.068 32.214 13.572  0.427
12 H 20.913 33.824 13.513  0.814
13 H 18.395 32.960 15.768  0.436
14 H 18.723 31.805 14.853  0.307
15 H 18.741 33.542 13.927  0.229
16 H 23.411 33.789 12.951  0.306
17 H 23.595 32.230 13.433  0.267
18 C 24.774 29.158 19.177  -1.544
19 C 23.770 30.193 18.840  1.800
20 C 23.045 29.841 17.414  -0.287
21 O 23.981 29.626 16.400  -0.466
22 C 23.500 29.316 15.188  -0.489
23 N 22.828 30.476 19.844  -0.310
24 H 24.269 28.183 19.119  0.276
25 H 25.072 29.433 20.176  0.528
26 H 25.767 29.233 18.565  0.252
27 H 24.310 31.159 18.570  -0.675
28 H 22.497 30.701 17.070  -0.361
29 H 22.458 28.988 17.266  0.723
30 H 22.667 30.156 15.015  0.039
31 H 23.109 28.345 15.247  0.321
32 H 24.185 29.335 14.423  0.308
33 H 22.313 31.274 19.507  -0.837
34 H 23.389 30.874 20.653  0.386
35 C 14.867 38.775 25.558  -1.184
36 C 16.033 38.136 24.826  0.393
37 C 15.473 36.934 24.116  -0.487
38 O 15.182 35.995 25.250  -0.314
39 C 14.462 34.797 24.850  -0.416
40 N 16.595 39.065 23.807  -0.591
41 H 15.074 39.540 26.199  0.469
42 H 14.549 38.012 26.370  0.261
43 H 13.932 38.993 24.849  0.195
44 H 16.821 37.966 25.571  0.247
45 H 16.313 36.629 23.395  0.151
46 H 14.663 37.282 23.527  0.366
47 H 15.108 34.127 23.941  -0.029
48 H 13.394 35.048 24.464  0.256
49 H 14.442 34.274 25.688  0.320
50 H 16.932 38.887 22.995  0.135
51 H 17.116 39.700 24.488  0.247
52 C 25.171 33.785 18.810  -1.397
53 C 24.570 34.302 20.131  0.144
54 C 23.828 35.597 20.025  -0.845
55 O 22.664 35.360 19.210  -0.152
56 C 21.643 36.377 19.266  -1.138
57 N 23.746 33.269 20.610  -0.247
58 H 25.964 33.200 18.951  0.541
59 H 25.716 34.608 18.355  0.535
60 H 24.366 33.399 18.135  -0.041
61 H 25.336 34.568 20.750  0.522
62 H 24.394 36.463 19.532  0.309
63 H 23.479 35.918 20.998  0.434
64 H 21.003 36.221 18.378  0.218
65 H 21.985 37.323 18.827  0.343
66 H 21.205 36.349 20.151  0.497
67 H 23.096 32.843 20.046  -0.050
68 H 23.317 33.573 21.683  0.248
69 C 19.553 31.093 18.302  -1.136
70 C 19.890 32.474 18.834  0.658
71 C 19.455 32.636 20.227  -0.586
72 O 18.027 32.536 20.390  -0.241
73 C 17.594 32.533 21.680  -2.126
74 N 21.252 32.759 18.590  0.743
75 H 20.073 30.310 18.868  0.107
76 H 19.926 31.252 17.337  0.393
77 H 18.410 30.752 18.300  0.052
78 H 19.451 33.262 18.170  0.379
79 H 19.823 33.716 20.622  0.174
80 H 20.015 31.926 20.810  0.524
81 H 16.585 32.861 21.987  0.063
82 H 18.165 33.005 22.272  0.925
83 H 17.878 31.625 22.029  1.073
84 H 21.563 33.677 19.068  -0.376
85 H 21.326 33.009 17.486  -0.429
86 C 17.713 30.877 25.005  -1.196
87 C 17.357 29.505 25.661  0.779
88 C 18.317 28.383 25.626  -0.820
89 O 18.484 27.887 24.347  -0.366
90 C 19.649 27.240 24.090  -0.955
91 N 17.058 29.819 27.102  -0.663
92 H 18.090 30.609 23.923  0.021
93 H 18.849 31.116 25.495  0.202
94 H 17.006 31.589 25.077  0.565
95 H 16.317 29.003 25.304  0.219
96 H 18.096 27.608 26.301  0.322
97 H 19.236 28.862 25.623  0.393
98 H 19.567 26.747 23.252  0.385
99 H 20.111 26.580 24.861  0.297
100 H 20.306 27.977 23.730  0.422
101 H 17.804 30.106 27.558  0.184
102 H 16.713 29.147 27.621  0.213
103 C 14.869 32.136 18.336  -0.558
104 O 16.074 33.018 18.205  -0.543
105 H 14.110 32.280 17.344  0.190
106 H 14.550 32.271 19.236  0.313
107 H 15.384 31.125 18.115  0.209
108 H 16.627 32.977 19.184  0.401
109 C 21.281 27.156 19.896  -0.694
110 O 21.683 28.168 20.739  -0.430
111 H 22.131 26.530 19.487  0.245
112 H 20.580 27.595 19.161  0.244
113 H 20.659 26.382 20.284  0.316
114 H 22.009 28.768 20.312  0.430

Properties
**SMILES**: COC[C@H](C)N.COC[C@H](C)N.COC[C@H](C)N.COC[C@H](C)N.COC[C@H](C)N.COC[C@H](C)N.CO.CO
**Kohn-Sham gap**: 0.3412 hartree
**Total charge**: 0
**HOMO**: -8.9 eV
**Relative energy (zero: lowest compared OMol25 entry of this formula, charge and spin)**: 408.8 kcal/mol



Computed values of total energy (unit: eV) for the preceding records, in sequence: -48592.839 -53462.976.